Molecular formula: C9H14O
Method: DFT, wB97M-V/def2-TZVPD

- E_HOMO: -8.70 eV
- Lowest unoccupied orbital energy: 0.7 eV
- SMILES string: Cc1ccc(O)cc1.CC
- ΔE to the lowest compared entry with this formula, charge and spin: 254.7 kJ/mol

```
! RIJCOSX wB97M-V def2-TZVPD def2/J DEFGRID3
* xyz 0 1
C -1.514 -1.797 2.686
C -0.268 -1.198 1.919
C -0.412 -1.069 0.521
C 0.708 -0.560 -0.151
C 1.848 -0.294 0.603
O 2.935 0.377 -0.064
C 2.018 -0.542 1.928
C 0.921 -1.022 2.660
H -1.361 -2.787 2.861
H -2.378 -1.961 2.028
H -1.777 -1.165 3.553
H -1.440 -0.981 -0.021
H 0.727 -0.435 -1.285
H 2.566 1.212 -0.578
H 2.954 -0.333 2.371
H 1.037 -1.100 3.662
C -0.260 1.152 -3.135
C -1.332 2.209 -2.715
H 0.732 1.714 -2.936
H 0.018 0.596 -2.259
H -0.511 0.609 -4.029
H -2.439 1.972 -2.974
H -1.317 3.226 -3.017
H -1.457 2.178 -1.627
*
```